{
  "formula": "H3N3Si",
  "method": "wB97M-V/def2-TZVPD",
  "symbols": ["N", "N", "N", "Si", "H", "H", "H"],
  "positions_angstrom": [[-1.58146, -1.48566, 0.85430], [-0.81374, 0.70070, 0.72963], [-1.55822, -0.39465, 0.48753], [0.98395, 0.71658, 0.20517], [1.55905, 0.59744, -1.28095], [1.16358, -0.57606, 0.23160], [0.24683, 0.44163, -1.22729]],
  "atomic_forces_ev_per_a": [[-2.3, 2.0, -2.2], [-1.6, 0.9, -1.7], [5.2, -1.7, 3.5], [-1.3, 3.5, 0.6], [-2.0, 1.4, -0.1], [0.6, -5.1, 0.6], [1.3, -0.9, -0.7]],
  "nbo_charge": [0.05, -0.67, 0.17, 0.55, 0.09, -0.26, 0.08],
  "mol_weight_g_mol": 73.13,
  "fmax_ev_per_a": 6.557,
  "homo_ev": -9.01,
  "charge": 0,
  "gap_ev": 7.432
}